*a*
Molecular formula: C3H15N2O2
Method: DFT, wB97M-V/def2-TZVPD

Calculated values
2S+1 = 1
total charge = +1
E_HOMO = -12.9 eV
Kohn-Sham gap = 7.476 eV

The geometry in XYZ format:
```
22
C3H15N2O2 | the Open Molecules 2025 dataset | wB97M-V/def2-TZVPD
C 0.502 -1.388 0.749
C 0.572 -1.174 2.230
C -0.963 -1.549 1.324
N -1.718 -0.300 1.664
N -1.080 2.281 1.090
H 0.853 -2.259 0.218
H 0.456 -0.538 0.077
H 0.348 -0.147 2.427
H 1.248 -1.544 3.007
H -1.508 -1.877 0.337
H -1.207 -2.507 1.868
H -0.826 2.402 2.048
H -1.599 0.640 1.287
H -2.253 -0.264 2.473
H -0.268 2.456 0.518
H -1.725 3.062 0.780
H 1.639 0.236 -2.878
H 0.959 -1.000 -2.158
O 1.276 -0.084 -2.020
H 2.491 1.032 -5.298
H 1.076 1.549 -5.095
O 1.727 0.975 -4.647
```

***

*b*
Molecular formula: C3H15N2O2
Method: DFT, wB97M-V/def2-TZVPD

Calculated values
2S+1 = 1
total charge = +1
E_HOMO = -13.7 eV
Kohn-Sham gap = 4.848 eV

The geometry in XYZ format:
```
22
C3H15N2O2 | the Open Molecules 2025 dataset | wB97M-V/def2-TZVPD
N 2.620 1.798 0.973
C 1.057 -0.088 0.256
C 1.382 -0.910 -0.996
C -0.157 0.895 0.067
N -1.164 1.011 1.145
H 2.933 2.307 1.799
H 1.784 0.649 0.731
H 3.503 1.636 0.522
H 0.789 -0.680 1.171
H 0.497 -0.887 -1.693
H 1.584 -1.978 -0.709
H 2.261 -0.518 -1.560
H 0.264 1.948 -0.027
H -0.653 0.586 -0.854
H -2.129 0.607 1.037
H -1.075 1.820 1.764
H -2.473 -1.337 -0.544
H -3.706 -1.800 0.579
O -2.949 -1.209 0.383
H -2.169 -1.452 -2.384
H -0.568 -1.208 0.001
O -1.631 -1.186 -1.663
```

***

*c*
Molecular formula: C3H15N2O2
Method: DFT, wB97M-V/def2-TZVPD

Calculated values
2S+1 = 1
total charge = +1
E_HOMO = -14.0 eV
Kohn-Sham gap = 10.700 eV

The geometry in XYZ format:
```
22
C3H15N2O2 | the Open Molecules 2025 dataset | wB97M-V/def2-TZVPD
N 1.118 -0.988 1.725
C 1.744 -1.635 0.518
C 1.054 -0.932 -0.747
N 0.877 0.492 -0.314
C 1.312 1.426 -1.466
H 0.436 -1.634 2.202
H 1.985 -0.959 2.416
H 0.705 -0.063 1.465
H 2.830 -1.471 0.766
H 1.521 -2.773 0.581
H 1.886 -1.016 -1.475
H 0.185 -1.644 -1.020
H -0.229 0.469 -0.357
H 2.323 1.138 -1.918
H 1.676 2.240 -0.756
H 0.526 1.813 -1.993
H -3.949 -0.104 2.186
H -4.884 -1.145 2.512
O -3.984 -0.919 2.636
H -2.736 1.887 -2.584
H -2.188 3.365 -2.371
O -2.207 2.454 -2.006
```

***

The energy of each structure relative to the most stable one, in hartree, is as follows: *a* 0.0795; *b* 0.3837; *c* 0.0000.

***

*a*
Molecular formula: C3H15N2O2
Method: DFT, wB97M-V/def2-TZVPD

Calculated values
2S+1 = 1
total charge = +1
E_HOMO = -13.2 eV
Kohn-Sham gap = 10.338 eV

The geometry in XYZ format:
```
22
C3H15N2O2 | the Open Molecules 2025 dataset | wB97M-V/def2-TZVPD
N -0.829 -0.896 0.550
C 0.544 -1.442 0.720
C 1.437 -0.208 0.935
N 1.133 0.829 -0.043
C 1.298 2.195 0.490
H -1.309 -1.547 -0.073
H -1.398 -0.608 1.344
H -0.755 0.001 0.043
H 0.558 -2.017 1.635
H 0.892 -1.939 -0.174
H 1.261 0.151 1.956
H 2.496 -0.439 1.052
H 1.798 0.786 -0.789
H 1.396 2.284 1.570
H 0.416 2.809 0.285
H 2.084 2.723 -0.046
H -3.102 0.352 -1.508
H -3.319 1.089 -0.136
O -2.693 0.601 -0.676
H -0.581 -2.340 -2.681
H -0.654 -0.751 -2.416
O -0.675 -1.632 -2.038
```

***

*b*
Molecular formula: C3H15N2O2
Method: DFT, wB97M-V/def2-TZVPD

Calculated values
2S+1 = 1
total charge = +1
E_HOMO = -12.5 eV
Kohn-Sham gap = 9.482 eV

The geometry in XYZ format:
```
22
C3H15N2O2 | the Open Molecules 2025 dataset | wB97M-V/def2-TZVPD
N 0.119 0.636 0.555
C 0.660 -0.582 -0.163
C 1.772 -0.194 -1.111
C -0.542 -1.259 -0.905
N -0.356 -2.706 -0.774
H 0.791 1.376 0.362
H 0.120 0.433 1.585
H -0.816 0.950 0.324
H 0.885 -1.423 0.510
H 1.556 0.770 -1.577
H 1.789 -0.809 -2.018
H 2.793 -0.244 -0.722
H -1.472 -1.024 -0.390
H -0.568 -0.962 -1.950
H -1.139 -3.321 -0.716
H 0.497 -3.005 -1.207
H -1.242 -0.404 3.496
H -1.009 0.998 3.334
O -1.268 0.244 2.757
H 0.101 3.363 -1.649
H -0.748 3.614 -0.352
O -0.110 3.017 -0.765
```

***

The energy of each structure relative to the most stable one, in hartree, is as follows: *a* 0.0000; *b* 0.0035.